## i
DFT (ωB97M-V with the def2-TZVPD basis set) results for a cluster of 2 separate species, C2H9N2PS in total.

- Net charge: 0
- HOMO energy: -8.1 eV
- Structure (SMILES): [H]/N=N\[H].CP(C)S
- Gap between HOMO and LUMO: 8.47 eV
- Spin multiplicity: 1

Last column: natural (NBO) charge in e.
Positions of all 15 atoms, in Å:
C: 1.63 -0.74 0.39  -0.976
C: 1.02 0.87 -2.03  -0.945
N: -2.36 -0.17 1.44  -0.287
N: -1.95 -1.28 1.22  -0.240
P: 0.23 0.04 -0.53  0.674
S: -0.20 1.83 0.59  -0.407
H: 2.42 -0.10 0.69  0.224
H: 1.31 -1.15 1.33  0.248
H: 1.91 -1.75 0.00  0.239
H: 0.18 1.16 -2.62  0.239
H: 1.64 1.76 -1.71  0.223
H: 1.87 0.19 -2.34  0.237
H: -1.49 1.31 0.94  0.197
H: -3.50 0.01 1.62  0.278
H: -2.70 -1.97 1.01  0.298


## ii
DFT (ωB97M-V with the def2-TZVPD basis set) results for a cluster of 2 separate species, C2H9N2PS in total.

- Net charge: 0
- HOMO energy: -8.3 eV
- Structure (SMILES): [H]/N=N\[H].CP(C)S
- Gap between HOMO and LUMO: 9.02 eV
- Spin multiplicity: 1

Last column: natural (NBO) charge in e.
Positions of all 15 atoms, in Å:
C: -1.56 0.80 1.08  -0.961
C: -1.42 -1.03 -0.97  -0.939
N: 3.19 0.61 0.06  -0.328
N: 2.29 1.29 -0.42  -0.296
P: -0.28 0.20 -0.09  0.710
S: 0.67 -1.39 0.80  -0.298
H: -2.09 -0.07 1.28  0.218
H: -1.22 1.12 2.04  0.241
H: -2.36 1.56 0.68  0.242
H: -1.50 -2.02 -0.48  0.229
H: -2.45 -0.49 -1.03  0.224
H: -1.04 -1.12 -2.05  0.234
H: 1.80 -0.98 1.09  0.127
H: 3.88 0.13 -0.50  0.294
H: 2.08 1.37 -1.47  0.302


Order of stability, best first: ii, i


## i
DFT (ωB97M-V with the def2-TZVPD basis set) results for the ion C4H7N2 with charge +1.

- Net charge: +1
- HOMO energy: -14.1 eV
- Structure (SMILES): C=C/N=C\[NH+]=C
- Gap between HOMO and LUMO: 7.95 eV
- Spin multiplicity: 1

Last column: natural (NBO) charge in e.
Positions of all 13 atoms, in Å:
C: -1.68 0.18 -0.29  -0.072
C: -1.76 -0.99 0.29  -0.451
C: 2.30 -0.02 -0.12  0.155
C: 0.27 1.15 0.30  0.209
N: -0.97 1.28 0.08  -0.284
N: 1.00 -0.05 -0.13  -0.444
H: -2.23 0.27 -1.24  0.245
H: -2.21 -1.88 -0.20  0.251
H: -1.40 -1.11 1.34  0.218
H: 2.86 -0.90 -0.54  0.259
H: 2.69 0.80 0.37  0.223
H: 0.74 2.07 0.42  0.227
H: 0.38 -0.80 -0.29  0.465


## ii
DFT (ωB97M-V with the def2-TZVPD basis set) results for a structure of composition C4H7N2.

- Net charge: +1
- HOMO energy (alpha / beta): -14.3 / -15.0 eV
- Gap between HOMO and LUMO (alpha / beta): 8.95 / 8.93 eV
- Spin multiplicity: 1

Last column: natural (NBO) charge in e.
Positions of all 13 atoms, in Å:
C: 0.49 1.08 1.23  0.331
C: 0.00 -0.92 -0.96  -0.503
C: -0.28 -1.41 0.49  -0.189
C: -0.18 0.44 -0.52  0.428
N: 0.69 1.51 -0.15  -0.539
N: -0.35 0.07 0.81  -0.380
H: 0.87 1.61 2.15  0.275
H: 1.03 -1.14 -1.19  0.264
H: -0.63 -1.36 -1.72  0.277
H: -1.32 -1.75 0.67  0.246
H: 0.51 -2.10 0.95  0.263
H: -1.91 1.68 -1.27  0.093
H: 1.07 2.29 -0.51  0.435


## iii
DFT (ωB97M-V with the def2-TZVPD basis set) results for the ion C4H7N2 with charge +1.

- Net charge: +1
- HOMO energy (alpha / beta): -13.6 / -13.6 eV
- Gap between HOMO and LUMO (alpha / beta): 8.03 / 8.02 eV
- Spin multiplicity: 1

Last column: natural (NBO) charge in e.
Positions of all 13 atoms, in Å:
C: -1.15 1.03 -0.11  -0.617
C: -1.47 -0.30 0.10  0.234
C: 0.84 -0.62 -0.57  -0.017
C: 0.84 0.95 -0.66  0.079
N: -0.45 -1.18 -0.31  -0.511
N: 1.43 0.22 0.53  -0.662
H: -1.09 1.51 -1.10  0.354
H: -1.50 1.78 0.55  0.271
H: -2.33 -0.80 0.59  0.261
H: 1.70 -1.18 -0.85  0.265
H: -0.34 -2.15 -0.35  0.440
H: 1.07 0.37 1.54  0.446
H: 2.45 0.35 0.64  0.456


## iv
DFT (ωB97M-V with the def2-TZVPD basis set) results for a structure of composition C4H7N2.

- Net charge: +1
- HOMO energy: -15.3 eV
- Gap between HOMO and LUMO: 9.76 eV
- Spin multiplicity: 1

Last column: natural (NBO) charge in e.
Positions of all 13 atoms, in Å:
C: 1.74 -0.44 -0.07  0.256
C: -1.48 0.65 0.09  -0.486
C: -0.78 -0.76 0.08  -0.199
C: -0.09 1.15 -0.08  0.317
N: 2.57 0.44 0.05  -0.547
N: 0.44 -0.03 -0.13  -0.273
H: 1.85 -1.53 -0.25  0.198
H: -2.13 0.76 -0.79  0.282
H: -2.16 0.65 1.02  0.306
H: -0.57 -1.37 0.98  0.237
H: -1.10 -1.31 -0.71  0.232
H: 0.53 2.04 -0.22  0.271
H: 3.55 0.38 0.10  0.407


Order of stability, best first: iv, i, iii, ii


## i
DFT (ωB97M-V with the def2-TZVPD basis set) results for the ion C4H7N2 with charge +1.

- Net charge: +1
- HOMO energy: -15.7 eV
- Structure (SMILES): CC(C)=[N+]1C=N1
- Gap between HOMO and LUMO: 10.84 eV
- Spin multiplicity: 1

Last column: natural (NBO) charge in e.
Positions of all 13 atoms, in Å:
C: -1.41 2.14 0.18  0.383
C: 0.27 -0.16 0.01  0.403
C: -0.13 -1.03 -0.99  -0.724
C: 1.29 -0.52 1.05  -0.639
N: -1.63 1.25 -0.66  -0.115
N: -0.40 0.94 0.02  -0.237
H: -1.53 3.09 0.59  0.284
H: -1.32 -1.01 -1.10  0.283
H: 0.22 -0.70 -2.09  0.304
H: 0.28 -2.03 -0.81  0.266
H: 0.60 -1.27 1.61  0.273
H: 2.21 -0.96 0.55  0.273
H: 1.56 0.26 1.65  0.245


## ii
DFT (ωB97M-V with the def2-TZVPD basis set) results for the ion C4H7N2 with charge +1.

- Net charge: +1
- HOMO energy: -16.0 eV
- Structure (SMILES): CC1=NC[NH+]=C1
- Gap between HOMO and LUMO: 9.06 eV
- Spin multiplicity: 1

Last column: natural (NBO) charge in e.
Positions of all 13 atoms, in Å:
C: 2.00 -0.15 0.02  -0.667
C: 0.52 -0.04 0.14  0.103
C: -0.31 -0.39 -0.94  0.236
N: -1.61 -0.19 -0.52  -0.434
C: -1.63 0.45 0.76  -0.144
N: -0.03 0.23 1.27  -0.157
H: 2.31 0.69 -0.69  0.254
H: 2.40 -1.06 -0.43  0.256
H: 2.38 -0.01 1.04  0.268
H: -0.06 -1.18 -1.64  0.271
H: -2.22 0.11 -1.32  0.464
H: -2.14 0.00 1.60  0.283
H: -1.61 1.53 0.72  0.267


Order of stability, best first: ii, i


## i
DFT (ωB97M-V with the def2-TZVPD basis set) results for a cluster of 2 separate species, C4H7N2 in total.

- Net charge: +1
- HOMO energy: -14.5 eV
- Gap between HOMO and LUMO: 8.28 eV
- Spin multiplicity: 1

Last column: natural (NBO) charge in e.
Positions of all 13 atoms, in Å:
C: -1.85 0.86 -0.12  0.078
C: -0.68 -0.40 -0.16  0.403
C: -0.89 -1.78 -0.25  -0.747
C: 2.42 1.12 0.16  -0.069
N: -0.90 1.71 0.04  -0.193
N: 0.12 0.61 0.01  -0.271
H: -2.94 0.90 0.06  0.244
H: 0.08 -2.18 -0.47  0.271
H: -1.78 -2.08 -0.71  0.298
H: -1.22 -2.18 0.69  0.308
H: 2.35 1.66 -0.78  0.241
H: 2.93 0.23 0.31  0.196
H: 2.36 1.53 1.22  0.242


## ii
DFT (ωB97M-V with the def2-TZVPD basis set) results for a structure of composition C4H7N2.

- Net charge: +1
- HOMO energy: -14.8 eV
- Gap between HOMO and LUMO: 9.87 eV
- Spin multiplicity: 1

Last column: natural (NBO) charge in e.
Positions of all 13 atoms, in Å:
C: 2.17 -0.12 0.54  -0.357
C: -1.23 0.27 0.05  0.267
C: 1.23 0.72 -0.23  -0.015
C: 1.20 -0.78 -0.43  0.004
N: -3.18 0.06 0.02  -0.624
N: 0.06 -0.04 -0.02  -0.286
H: 3.18 -0.28 0.30  0.270
H: 1.74 -0.29 1.50  0.233
H: -3.33 -0.48 -0.84  0.376
H: -1.26 1.39 0.17  0.203
H: 1.44 1.59 -0.64  0.256
H: 1.28 -1.50 -1.30  0.290
H: -3.31 -0.53 0.87  0.384


## iii
DFT (ωB97M-V with the def2-TZVPD basis set) results for the ion C4H7N2 with charge +1.

- Net charge: +1
- HOMO energy: -12.9 eV
- Structure (SMILES): [H]/N=c1/cc1C[NH3+]
- Gap between HOMO and LUMO: 8.66 eV
- Spin multiplicity: 1

Last column: natural (NBO) charge in e.
Positions of all 13 atoms, in Å:
C: -0.66 2.26 -0.58  -0.098
C: -0.23 0.96 -0.50  -0.150
C: 0.80 2.09 -0.44  0.310
C: -0.69 -0.50 -0.52  -0.253
N: 1.90 2.60 -0.27  -0.637
N: 0.08 -1.06 0.63  -0.663
H: -1.31 3.07 -0.73  0.263
H: -0.32 -1.18 -1.38  0.254
H: -1.73 -0.70 -0.32  0.249
H: 2.76 2.00 -0.36  0.373
H: -0.32 -0.77 1.63  0.473
H: 1.00 -0.80 0.36  0.448
H: 0.04 -2.04 0.61  0.431


## iv
DFT (ωB97M-V with the def2-TZVPD basis set) results for the ion C4H7N2 with charge +1.

- Net charge: +1
- HOMO energy: -12.7 eV
- Structure (SMILES): [H]/N=c1/cc1C[NH3+]
- Gap between HOMO and LUMO: 8.25 eV
- Spin multiplicity: 1

Last column: natural (NBO) charge in e.
Positions of all 13 atoms, in Å:
C: -1.73 -1.33 0.04  -0.083
C: -0.53 -0.65 -0.05  -0.082
C: -1.78 0.09 -0.03  0.268
C: 0.96 -0.59 -0.01  -0.308
N: -2.39 1.13 0.00  -0.660
N: 1.63 0.76 0.02  -0.698
H: -2.41 -2.13 -0.01  0.262
H: 1.25 -1.25 -0.84  0.283
H: 1.41 -1.26 0.86  0.272
H: -1.83 1.95 0.08  0.340
H: 1.41 1.18 -0.98  0.473
H: 2.66 0.66 0.16  0.463
H: 1.34 1.46 0.77  0.470


Order of stability, best first: iii, iv, ii, i


## i
DFT (ωB97M-V with the def2-TZVPD basis set) results for a cluster of 2 separate species, C5H11O3 in total.

- Net charge: -1
- HOMO energy: -3.5 eV
- Gap between HOMO and LUMO: 7.39 eV
- Spin multiplicity: 1

Last column: natural (NBO) charge in e.
Positions of all 19 atoms, in Å:
O: -0.83 -0.82 3.15  -0.568
C: -0.48 -0.46 2.05  0.455
C: -0.05 0.91 1.69  -0.536
C: 0.26 1.16 0.18  -0.424
C: 1.28 0.26 -0.54  -0.440
C: 0.78 -0.44 -1.96  0.012
O: -0.32 -1.20 -1.94  -0.903
H: -0.53 -1.21 1.09  0.141
H: 0.82 1.19 2.33  0.214
H: -0.63 1.71 2.07  0.232
H: 0.61 2.20 0.02  0.191
H: -0.67 0.98 -0.36  0.229
H: 2.18 0.85 -0.83  0.167
H: 1.68 -0.40 0.22  0.171
H: 0.80 0.37 -2.67  0.097
H: 1.73 -1.04 -2.06  0.087
H: -2.96 -1.75 -1.06  0.457
H: -1.31 -1.12 -0.83  0.514
O: -2.36 -1.20 -0.55  -1.094


## ii
DFT (ωB97M-V with the def2-TZVPD basis set) results for a cluster of 2 separate species, C5H11O3 in total.

- Net charge: -1
- HOMO energy: -3.7 eV
- Gap between HOMO and LUMO: 7.51 eV
- Spin multiplicity: 1

Last column: natural (NBO) charge in e.
Positions of all 19 atoms, in Å:
C: -1.62 1.05 -0.48  0.132
C: -1.34 1.08 1.04  -0.640
C: -0.52 1.79 -1.38  -0.656
O: -1.76 -0.29 -0.96  -0.797
H: -2.61 1.55 -0.71  0.151
H: -0.90 1.88 1.46  0.190
H: -0.35 0.77 -1.98  0.242
H: -0.91 2.63 -1.82  0.189
H: 0.41 2.04 -0.86  0.200
H: -0.95 -0.83 -1.29  0.530
H: -0.94 0.30 1.58  0.242
H: -2.41 0.96 1.47  0.185
C: 2.66 -1.59 0.58  -0.810
C: 1.01 -2.13 0.43  0.849
O: 0.67 -1.75 -0.72  -0.816
O: 0.59 -2.67 1.46  -0.747
H: 3.20 -2.52 0.65  0.186
H: 2.79 -1.33 1.63  0.186
H: 2.98 -0.94 -0.12  0.182


## iii
DFT (ωB97M-V with the def2-TZVPD basis set) results for a cluster of 2 separate species, C5H11O3 in total.

- Net charge: -1
- HOMO energy: -4.2 eV
- Gap between HOMO and LUMO: 7.96 eV
- Spin multiplicity: 1

Last column: natural (NBO) charge in e.
Positions of all 19 atoms, in Å:
C: -2.08 -0.02 -0.22  0.093
C: -1.20 0.86 0.65  -0.649
C: -2.20 0.58 -1.62  -0.625
O: -1.43 -1.30 -0.34  -0.760
H: -3.01 -0.24 0.32  0.155
H: -1.59 1.88 0.70  0.184
H: -2.35 1.67 -1.50  0.184
H: -1.24 0.48 -2.10  0.218
H: -3.00 0.20 -2.24  0.200
H: -0.50 -1.16 -0.06  0.509
H: -0.22 0.87 0.16  0.220
H: -0.92 0.42 1.61  0.247
C: 3.27 -0.10 0.73  -0.752
C: 2.22 -1.30 0.69  0.785
O: 1.11 -1.07 1.21  -0.817
O: 2.60 -2.22 -0.04  -0.772
H: 4.26 -0.52 0.58  0.195
H: 3.27 0.50 1.64  0.184
H: 3.01 0.48 -0.16  0.199


## iv
DFT (ωB97M-V with the def2-TZVPD basis set) results for a cluster of 2 separate species, C5H11O3 in total.

- Net charge: -1
- HOMO energy: -4.2 eV
- Gap between HOMO and LUMO: 7.94 eV
- Spin multiplicity: 1

Last column: natural (NBO) charge in e.
Positions of all 19 atoms, in Å:
C: -0.88 -1.05 1.78  -0.739
C: -0.74 -2.33 0.89  0.781
O: -0.08 -2.31 -0.19  -0.806
O: -1.41 -3.24 1.41  -0.767
H: -1.93 -0.77 1.84  0.207
H: -0.36 -0.23 1.33  0.182
H: -0.54 -1.26 2.81  0.199
C: 0.33 0.98 -1.27  0.098
C: -0.17 2.11 -0.41  -0.645
C: 1.68 0.31 -0.95  -0.647
O: -0.78 0.06 -1.30  -0.803
H: 0.41 1.16 -2.38  0.149
H: -0.47 1.72 0.57  0.221
H: 1.70 -0.15 0.03  0.220
H: 1.76 -0.50 -1.68  0.230
H: 2.49 1.04 -0.79  0.194
H: -0.57 -0.87 -0.99  0.518
H: -1.09 2.57 -0.76  0.218
H: 0.64 2.75 0.04  0.190


Order of stability, best first: iii, iv, ii, i


## i
DFT (ωB97M-V with the def2-TZVPD basis set) results for a cluster of 2 separate species, C5H11O3 in total.

- Net charge: -1
- HOMO energy: -3.8 eV
- Gap between HOMO and LUMO: 7.34 eV
- Spin multiplicity: 1

Last column: natural (NBO) charge in e.
Positions of all 19 atoms, in Å:
C: -0.30 0.18 2.07  -0.520
C: -1.17 -0.67 1.17  -0.627
C: -0.49 1.65 1.96  0.730
O: 0.50 2.29 1.58  -0.776
O: -1.66 2.14 2.14  -0.811
H: -0.45 -0.14 3.11  0.184
H: 0.84 0.15 2.07  0.208
H: -0.86 -0.29 0.22  0.197
H: -2.26 -0.38 1.46  0.234
H: -1.07 -1.72 1.32  0.185
C: 1.38 -0.72 -1.89  -0.063
C: 0.40 0.46 -2.07  -0.656
O: 0.54 -1.82 -1.78  -0.738
H: 2.01 -0.99 -2.84  0.154
H: 2.03 -0.64 -1.04  0.172
H: -0.55 0.00 -2.48  0.215
H: 0.16 -1.74 -0.82  0.474
H: 0.74 1.15 -2.92  0.193
H: 0.20 1.11 -1.26  0.244


## ii
DFT (ωB97M-V with the def2-TZVPD basis set) results for a cluster of 2 separate species, C5H11O3 in total.

- Net charge: -1
- HOMO energy: -4.4 eV
- Gap between HOMO and LUMO: 8.26 eV
- Spin multiplicity: 1

Last column: natural (NBO) charge in e.
Positions of all 19 atoms, in Å:
C: 0.10 1.20 2.32  -0.045
C: -0.48 1.80 1.06  -0.698
O: 0.92 0.05 2.08  -0.769
H: 0.76 1.93 2.80  0.131
H: -0.55 0.89 3.13  0.150
H: 0.29 1.57 0.29  0.303
H: 1.32 0.12 1.19  0.502
H: -0.71 2.84 1.24  0.191
H: -1.31 1.20 0.70  0.194
C: 0.18 -1.36 -0.96  -0.519
C: -1.04 -1.68 -1.81  -0.595
C: 1.07 -0.30 -1.64  0.767
O: 1.38 -0.49 -2.82  -0.764
O: 1.42 0.70 -0.92  -0.826
H: -0.15 -0.97 0.00  0.197
H: 0.83 -2.22 -0.73  0.197
H: -0.79 -2.19 -2.74  0.210
H: -1.57 -0.75 -1.99  0.198
H: -1.68 -2.35 -1.21  0.176


## iii
DFT (ωB97M-V with the def2-TZVPD basis set) results for a cluster of 2 separate species, C5H11O3 in total.

- Net charge: -1
- HOMO energy: -4.6 eV
- Gap between HOMO and LUMO: 8.47 eV
- Spin multiplicity: 1

Last column: natural (NBO) charge in e.
Positions of all 19 atoms, in Å:
C: 1.76 0.13 -0.01  0.112
C: 0.81 1.07 0.72  -0.632
C: 1.90 -1.18 0.76  -0.625
O: 1.45 -0.11 -1.36  -0.775
H: 2.74 0.61 0.01  0.137
H: 0.52 1.94 0.13  0.208
H: 2.28 -0.91 1.76  0.174
H: 0.97 -1.71 1.00  0.223
H: 2.60 -1.86 0.28  0.202
H: 0.47 -0.31 -1.39  0.515
H: 1.36 1.42 1.61  0.183
H: -0.08 0.59 1.12  0.214
C: -2.60 0.68 -0.69  -0.744
C: -2.08 -0.77 -0.65  0.780
O: -1.00 -0.98 -1.27  -0.822
O: -2.76 -1.60 -0.03  -0.757
H: -3.64 0.60 -1.00  0.205
H: -2.01 1.32 -1.34  0.200
H: -2.67 1.07 0.33  0.201


## iv
DFT (ωB97M-V with the def2-TZVPD basis set) results for a cluster of 2 separate species, C5H11O3 in total.

- Net charge: -1
- HOMO energy: -3.7 eV
- Gap between HOMO and LUMO: 7.00 eV
- Spin multiplicity: 1

Last column: natural (NBO) charge in e.
Positions of all 19 atoms, in Å:
C: -0.85 -0.84 1.01  -0.544
C: -0.82 -1.83 2.20  -0.625
C: -0.95 -1.67 -0.30  0.766
O: -1.57 -1.11 -1.23  -0.815
O: -0.46 -2.83 -0.27  -0.792
H: -1.80 -0.28 0.99  0.197
H: -0.05 -0.10 0.90  0.217
H: -1.06 -1.27 3.11  0.171
H: 0.10 -2.41 2.34  0.206
H: -1.39 -2.73 2.03  0.224
C: 0.37 1.96 -1.24  -0.077
C: 1.52 1.07 -1.77  -0.635
O: 0.73 2.14 0.14  -0.763
H: 0.31 2.96 -1.67  0.147
H: -0.55 1.35 -1.31  0.226
H: 2.40 1.70 -1.84  0.177
H: 0.88 3.01 0.49  0.468
H: 1.38 0.44 -2.65  0.219
H: 1.83 0.45 -0.93  0.232


Order of stability, best first: iii, ii, iv, i